No. 1
DFT (ωB97M-V/def2-TZVPD) results for a structure of composition CHInO3 in a non-equilibrium geometry.

The calculation puts the HOMO-LUMO gap (spin up / spin down) at 9.794 / 5.327 eV. For the molar mass, the calculation gives 175.83 g mol⁻¹. As for the HOMO energy (spin up / spin down): -0.5768 / -0.5586 Ha. The expectation value of S² is 0.757. The total energy is -12360.0401 eV. As for the energy above the lowest of the compared OMol25 structures with the same formula, charge and spin: 0.588 eV.

Structure (ORCA input):
```
! wB97M-V def2-TZVPD RIJCOSX def2/J DEFGRID3
* xyz 1 2
O 0.37 0.68 0.01
C -0.69 -0.03 -0.03
O -1.85 0.36 0.06
In 2.07 -0.09 0.04
O -0.41 -1.36 -0.07
H -1.15 -1.85 0.30
*
```

No. 2
DFT (ωB97M-V/def2-TZVPD) results for the ion CHN2O3S2 with charge -1 in a non-equilibrium geometry.

The calculation puts the HOMO-LUMO gap at 8.528 eV. For the molar mass, the calculation gives 153.16 g mol⁻¹. As for the HOMO energy: -0.1944 Ha. The total energy is -31844.5808 eV. As for the energy above the lowest of the compared OMol25 structures with the same formula, charge and spin: 1.808 eV.

Structure (ORCA input):
```
! wB97M-V def2-TZVPD RIJCOSX def2/J DEFGRID3
* xyz -1 1
O -0.16 0.34 -2.20
C -0.36 -0.12 -1.09
N -0.92 -1.21 -0.63
S -0.70 -1.30 1.07
O -1.74 -0.39 1.92
S 0.65 0.40 1.20
O 2.33 -0.17 0.84
N 0.07 0.99 -0.23
H 0.83 1.46 -0.89
*
```

No. 3
DFT (ωB97M-V/def2-TZVPD) results for a cluster of 2 separate species, CHN2O5 in total in a non-equilibrium geometry.

The calculation puts the HOMO-LUMO gap at 8.617 eV. For the molar mass, the calculation gives 121.03 g mol⁻¹. As for the HOMO energy: -0.1695 Ha. The total energy is -14268.3959 eV. As for the energy above the lowest of the compared OMol25 structures with the same formula, charge and spin: 0.488 eV.

Structure (ORCA input):
```
! wB97M-V def2-TZVPD RIJCOSX def2/J DEFGRID3
* xyz -1 1
C -2.20 0.14 0.16
N 0.94 0.71 0.22
N 0.57 -0.53 0.21
O -2.85 -0.07 1.11
O -0.56 -0.74 0.70
O -1.92 0.63 -0.85
O 1.26 -1.41 -0.38
O 2.30 0.91 -0.19
H 2.47 0.37 -0.97
*
```

No. 4
DFT (ωB97M-V/def2-TZVPD) results for a cluster of 2 separate species, CHN2O5P in total in a non-equilibrium geometry.

The calculation puts the HOMO-LUMO gap at 10.857 eV. For the molar mass, the calculation gives 152.00 g mol⁻¹. As for the HOMO energy: -0.4137 Ha. The total energy is -23551.8821 eV. As for the energy above the lowest of the compared OMol25 structures with the same formula, charge and spin: 1.943 eV.

Structure (ORCA input):
```
! wB97M-V def2-TZVPD RIJCOSX def2/J DEFGRID3
* xyz 0 1
O 0.81 -1.52 -0.88
N 0.98 -0.50 -0.37
O 1.62 -0.16 0.52
O 0.09 0.47 -0.86
H -0.46 -0.04 -1.53
N 2.73 2.57 -1.26
C 2.78 2.46 -0.12
P 2.88 1.82 1.62
O 1.42 2.25 2.12
O 2.52 3.15 2.44
*
```